DFT (ωB97M-V/def2-TZVPD) results for a structure of composition C54H54AsF6O18.

Structure (XYZ):
```
133
Properties=species:S:1:pos:R:3:forces:R:3
As -0.7177 0.1970 1.5608 -1.02 -1.66 -1.76
F -1.2110 1.9500 1.4907 0.71 -2.03 0.38
F -2.1052 -0.3055 2.5458 1.52 0.87 -0.64
F 0.0057 -1.4667 1.6134 -1.19 2.14 -0.13
F 0.7117 0.6282 0.5055 -1.41 -0.14 0.92
F 0.2697 0.4816 3.0537 -0.96 0.98 -1.16
F -1.7738 -0.1702 0.0771 2.05 0.73 2.04
C 3.8700 -1.4095 6.8908 -1.18 0.00 -1.59
C 3.3026 -1.6223 5.6294 1.33 -0.97 0.46
C 2.0726 -1.1177 5.2687 0.05 -0.50 -1.49
C 1.3883 -0.3335 6.1412 -0.01 -0.03 1.20
C 1.9688 -0.0129 7.3927 -2.13 -0.38 -1.76
C 3.1674 -0.5801 7.7342 0.36 0.38 -0.73
O 3.6764 -0.3028 8.9217 0.57 0.77 3.04
O 1.5554 -1.4710 4.0415 1.16 -0.71 0.79
H 4.7743 -1.8940 7.2283 0.09 0.02 -0.13
H 3.8002 -2.3195 4.9716 0.01 -0.02 -0.30
H 0.3582 -0.1924 5.8489 -0.19 0.83 0.42
H 1.3145 0.5591 8.0340 0.58 0.13 0.53
H 4.6062 -0.0639 8.9159 -0.01 -0.18 -0.26
H 0.8593 -0.8772 3.7511 -0.10 0.07 0.11
C -3.1217 -5.1486 0.7991 -1.46 -1.15 0.85
C -4.1844 -5.5745 1.6112 1.06 0.01 -0.01
C -4.3974 -5.0205 2.8672 0.45 0.58 -0.24
C -3.5795 -3.9331 3.2895 0.45 -0.39 -1.40
C -2.5411 -3.5141 2.4504 0.11 -0.33 -1.05
C -2.3102 -4.1277 1.1897 0.30 0.74 -0.82
O -1.3674 -3.7150 0.2616 0.46 0.56 1.99
O -5.3324 -5.5256 3.7137 -0.34 0.29 0.92
H -2.9457 -5.7517 -0.0794 0.16 0.38 -0.35
H -4.6855 -6.4603 1.2499 -0.53 -0.01 0.32
H -3.6768 -3.3139 4.1690 -0.54 -0.57 0.38
H -1.9332 -2.6672 2.7328 0.04 -0.04 0.02
H -1.6255 -3.8990 -0.6445 -0.44 -0.07 -0.20
H -6.0157 -6.0395 3.2772 0.18 0.02 -0.35
C 2.1185 -2.7377 -4.5571 -1.96 0.96 1.81
C 1.9068 -2.6351 -3.1535 -0.08 -0.08 0.29
C 0.9436 -1.7878 -2.5862 0.09 0.90 -0.64
C 0.1883 -0.9672 -3.4241 0.00 0.56 -0.29
C 0.4459 -0.9428 -4.7628 -0.31 -0.36 -0.06
C 1.3076 -1.8668 -5.2876 1.31 -1.32 -1.56
O 1.3152 -1.8679 -6.6624 0.12 0.25 -0.85
O 0.7781 -1.6154 -1.2422 0.88 -0.97 0.03
H 2.6945 -3.5527 -4.9699 0.24 0.28 -0.18
H 2.4843 -3.2238 -2.4562 0.11 -0.24 0.01
H -0.6091 -0.3073 -3.1157 0.01 0.00 0.75
H -0.1042 -0.3521 -5.4803 -0.16 0.15 0.17
H 1.4047 -2.7372 -7.0597 0.17 -0.12 0.33
H 0.3858 -0.7530 -1.0869 -0.39 0.05 0.15
C -7.1790 -0.7968 0.0380 -0.49 0.24 0.13
C -7.0957 0.6159 -0.0853 0.25 -1.82 0.16
C -6.0141 1.2399 0.5016 1.18 0.68 0.37
C -5.0668 0.5051 1.1932 -0.43 -0.77 0.00
C -5.1967 -0.8893 1.2593 2.73 1.94 1.89
C -6.2418 -1.5398 0.7786 -2.31 -1.60 -1.08
O -6.4204 -2.9104 1.0791 -0.63 1.42 -1.08
O -5.9096 2.6042 0.4659 -1.80 0.45 -0.07
H -8.0136 -1.3411 -0.3787 -0.20 0.10 -0.10
H -7.8422 1.2226 -0.5762 -0.10 -0.21 -0.17
H -4.3380 1.0058 1.8133 0.31 0.02 -0.32
H -4.4813 -1.4334 1.8582 0.28 -0.05 0.08
H -5.6729 -3.2202 1.5957 0.34 0.04 0.08
H -5.0460 2.9807 0.2814 0.66 -0.60 0.46
C 4.9463 1.4319 3.9570 -0.72 -0.30 0.84
C 3.5999 1.6122 3.6136 -0.07 -0.26 -0.33
C 3.2867 2.3485 2.5044 1.00 2.38 0.16
C 4.3241 3.1209 1.9024 -2.45 -1.56 -1.20
C 5.6311 2.8452 2.1642 0.20 0.94 0.27
C 5.9402 2.0414 3.2485 -1.05 0.00 -0.32
O 7.2203 1.8857 3.6419 1.10 -0.46 -0.18
O 1.9750 2.6598 2.2181 0.80 -0.15 -0.32
H 5.2694 0.9043 4.8423 -0.31 -0.26 0.13
H 2.7016 1.3094 4.1311 0.49 -0.74 0.78
H 3.9653 3.7511 1.1021 0.42 0.43 -0.14
H 6.3984 3.4348 1.6846 0.22 -0.03 -0.13
H 7.6637 1.7852 2.7963 0.87 0.10 0.24
H 1.4434 1.9754 2.6311 -0.57 -0.21 0.07
C 3.6849 -0.4739 0.0477 0.46 0.81 -0.86
C 4.3576 0.4657 -0.7550 -1.29 -1.70 1.33
C 5.7679 0.4272 -0.8134 1.84 0.35 -1.23
C 6.5572 -0.5349 -0.1050 -1.97 -0.60 1.58
C 5.8678 -1.3366 0.7839 1.52 0.78 -1.56
C 4.4445 -1.3547 0.8231 0.86 -2.37 2.09
O 3.9366 -2.3687 1.5953 -0.79 2.33 -1.71
O 6.4147 1.2730 -1.6416 -1.63 -0.01 0.23
H 2.6102 -0.5796 0.0626 -0.22 0.17 -0.06
H 3.7130 1.0850 -1.3611 0.54 0.47 -0.14
H 7.6289 -0.6639 -0.1410 0.05 0.47 -0.41
H 6.4844 -2.0658 1.2885 -0.40 -0.18 0.46
H 4.5321 -2.5977 2.3126 0.37 -0.16 0.11
H 7.2815 0.9826 -1.9348 0.33 -0.25 0.36
C -3.0041 -2.0255 -5.4307 -0.41 1.27 -0.44
C -2.5757 -3.0239 -4.6112 0.21 0.79 0.62
C -2.5498 -2.7541 -3.2570 -1.31 0.07 1.47
C -3.1575 -1.6206 -2.6675 0.04 0.41 -0.70
C -3.6315 -0.6077 -3.4878 1.02 -1.86 -1.60
C -3.4643 -0.8252 -4.8779 -0.72 1.06 0.00
O -3.8246 0.2206 -5.7040 0.20 -0.66 -0.25
O -2.0604 -3.7438 -2.4347 0.37 -0.16 -0.18
H -2.9001 -2.2287 -6.4863 -0.34 0.65 -0.22
H -2.1924 -3.9054 -5.1035 0.13 -0.38 0.50
H -3.3113 -1.3599 -1.6307 0.59 -1.01 0.49
H -4.0657 0.2978 -3.0903 -0.02 -0.02 -0.02
H -3.8110 0.9997 -5.1434 -0.06 0.26 -0.27
H -1.5583 -4.2394 -3.0857 0.40 -0.76 0.56
C -1.6859 3.1403 -3.2550 0.93 -0.46 1.24
C -1.8543 3.2264 -1.8539 1.04 0.52 -1.92
C -3.1180 3.1067 -1.3559 -0.19 0.39 1.33
C -4.2359 2.9786 -2.1547 0.39 -0.75 0.20
C -3.9968 2.8802 -3.4932 -1.96 -1.00 -1.05
C -2.7594 2.9332 -4.0464 0.74 1.57 -1.15
O -2.6407 3.0443 -5.4289 -0.50 -0.80 0.00
O -3.3453 3.1601 -0.0079 -0.12 0.35 -0.04
H -0.7462 3.1228 -3.7869 0.55 0.45 0.50
H -1.0186 3.5925 -1.2760 0.06 -0.50 0.43
H -5.1940 2.8285 -1.6794 -0.16 0.12 -0.33
H -4.7545 2.5749 -4.1997 -0.74 0.57 0.06
H -1.9853 3.7032 -5.6695 0.11 -0.05 0.22
H -2.5285 3.0753 0.4893 0.24 -0.17 0.16
C 1.8388 5.6865 -1.5113 -0.41 -0.56 -0.51
C 2.3603 5.5870 -2.8152 -0.05 -0.73 1.06
C 2.6349 4.3015 -3.3253 -0.29 0.72 0.52
C 2.3867 3.2063 -2.5572 -0.76 -0.54 1.67
C 1.8876 3.2907 -1.2256 0.34 0.13 -2.02
C 1.5250 4.5434 -0.7425 0.79 -0.64 0.26
O 0.9244 4.6793 0.4737 -0.17 1.14 -0.47
O 3.0203 4.1400 -4.6064 0.32 0.96 -1.55
H 1.5622 6.6386 -1.0832 0.12 0.17 -0.07
H 2.5643 6.4752 -3.3948 -0.03 -0.01 -0.08
H 2.4038 2.2433 -3.0458 0.33 -0.33 0.05
H 1.7192 2.3352 -0.7513 -0.37 0.24 0.58
H 1.0155 3.9041 1.0326 0.30 -0.51 0.02
H 3.5610 3.3714 -4.8027 -0.16 -0.15 0.52
```
Forces are in eV/Å.

Calculated values
Total charge: 0
E_HOMO (spin up / spin down) (eV): -7.34 / -7.34
2S+1: 2



DFT (ωB97M-V/def2-TZVPD) results for a structure of composition C54H55BaCl2N7S2Sb.

Structure (XYZ):
```
122
Properties=species:S:1:pos:R:3:forces:R:3
Ba -0.4223 -0.7856 -0.3680 -0.61 0.78 -0.16
N -1.0427 1.4410 1.8194 0.04 -0.26 0.18
C -0.2722 1.6792 3.0412 -0.07 -0.05 -0.17
C 0.9402 2.5455 2.7735 0.17 -0.07 -0.16
N 1.7822 1.9653 1.7181 -0.16 0.04 0.27
H -1.4957 2.2924 1.5079 0.01 -0.04 0.00
H -1.7846 0.7594 1.9856 -0.03 0.04 -0.03
H 0.0782 0.7136 3.4112 -0.05 -0.04 0.02
H -0.8600 2.1381 3.8433 -0.06 0.03 0.05
H 1.4743 2.6725 3.7217 0.04 0.02 0.03
H 0.6116 3.5436 2.4581 0.03 0.01 0.00
H 1.7751 0.9499 1.7794 -0.02 -0.05 0.02
H 2.7435 2.2630 1.8235 -0.04 0.01 0.04
S -2.9527 -1.2679 1.1659 -0.52 -0.09 -0.04
C -4.2815 -0.4112 0.3986 -0.12 0.08 0.02
C -5.5559 -0.5858 0.9680 0.14 -0.02 0.01
C -6.6939 0.0521 0.5035 -0.17 -0.07 0.10
C -7.9619 -0.1919 1.1426 0.13 0.03 -0.08
N -8.9712 -0.4008 1.6552 0.07 0.01 -0.01
C -6.5840 0.9209 -0.5903 -0.14 0.12 -0.07
C -5.3418 1.0951 -1.1799 0.10 -0.01 -0.02
C -4.1769 0.4487 -0.7355 -0.10 -0.02 0.02
S -2.7044 0.7505 -1.6521 -0.41 0.17 0.00
C -7.7275 1.6336 -1.0990 0.18 -0.10 0.07
N -8.6309 2.2161 -1.5095 0.01 -0.01 -0.01
H -5.6404 -1.2489 1.8179 0.01 -0.02 0.01
H -5.2575 1.7602 -2.0280 0.02 0.01 -0.03
C 5.4655 -3.5393 -4.5598 -0.04 -0.04 0.03
C 5.0046 -4.4937 -3.4915 -0.01 0.06 -0.04
C 5.5295 -5.7756 -3.3931 0.03 -0.03 0.01
C 5.1165 -6.6580 -2.4040 -0.02 0.02 0.01
C 4.1432 -6.2579 -1.5011 0.01 0.00 -0.02
C 3.5879 -4.9901 -1.5918 -0.05 -0.01 0.03
C 4.0217 -4.1007 -2.5734 -0.04 0.00 0.00
N 3.4767 -2.8013 -2.6926 0.06 -0.12 0.10
C 2.6253 -2.2443 -1.7247 -0.03 0.17 -0.12
N 3.2394 -2.1805 -0.5117 -0.20 -0.03 0.03
C 2.7546 -2.2015 0.8550 -0.01 0.12 -0.03
C 1.5011 -1.6933 1.1968 0.81 -0.40 0.32
C 1.1892 -1.7902 2.5633 -0.01 -0.01 -0.07
C 2.0611 -2.2987 3.5193 0.04 0.01 -0.03
C 3.3051 -2.7658 3.1158 -0.05 0.02 -0.02
C 3.6742 -2.7376 1.7749 0.07 -0.02 0.00
C 5.0323 -3.2662 1.3667 -0.03 0.04 0.04
N 1.4663 -1.7471 -2.0407 0.55 -0.49 -0.04
C 0.9041 -2.0915 -3.3080 0.11 -0.13 0.11
C 0.7702 -3.4338 -3.6844 0.09 0.02 -0.01
C 0.1738 -3.7881 -4.8795 -0.02 0.01 0.00
C -0.3270 -2.7997 -5.7186 0.02 -0.01 0.04
C -0.2190 -1.4723 -5.3411 -0.03 0.01 0.00
C 0.3895 -1.0938 -4.1438 -0.08 0.15 0.12
C 0.4308 0.3616 -3.7471 -0.08 -0.13 -0.03
H 6.3499 -3.9246 -5.0665 -0.03 0.01 0.00
H 5.7063 -2.5649 -4.1297 0.01 -0.03 -0.02
H 4.6913 -3.3773 -5.3182 0.03 0.01 0.04
H 6.2885 -6.0843 -4.1048 -0.03 0.03 0.03
H 5.5492 -7.6484 -2.3418 -0.01 0.02 -0.01
H 3.8014 -6.9348 -0.7271 0.00 0.03 -0.03
H 2.8154 -4.6891 -0.8919 0.04 -0.03 -0.04
H 3.2262 -2.5396 -3.6341 -0.04 -0.03 -0.05
H 4.1985 -2.4727 -0.5893 0.05 0.02 -0.03
H 0.2087 -1.4470 2.9069 0.08 -0.05 -0.01
H 1.7831 -2.3280 4.5683 0.01 -0.03 -0.04
H 4.0005 -3.1683 3.8457 -0.01 0.01 -0.02
H 5.5554 -3.6640 2.2365 -0.01 0.01 -0.02
H 5.6726 -2.4840 0.9388 -0.05 -0.03 0.02
H 4.9586 -4.0724 0.6304 0.02 0.03 0.02
H 1.1215 -4.2054 -3.0079 0.01 0.02 -0.01
H 0.0741 -4.8356 -5.1389 -0.01 0.05 0.00
H -0.8198 -3.0649 -6.6457 0.02 0.02 0.02
H -0.6275 -0.6955 -5.9799 0.02 -0.04 0.04
H 0.5127 1.0071 -4.6228 -0.01 0.00 0.03
H 1.2727 0.5583 -3.0863 0.00 -0.03 -0.04
H -0.4895 0.6555 -3.2240 0.05 0.00 -0.08
C 4.0677 0.2045 -3.5434 0.05 0.17 -0.08
C 4.5286 1.6318 -3.7370 -0.07 -0.03 0.00
C 5.5230 1.8848 -4.6869 0.00 0.00 0.02
C 5.9803 3.1689 -4.9285 -0.04 0.01 0.05
C 5.4529 4.2348 -4.2069 0.01 -0.05 -0.02
C 4.4715 3.9946 -3.2592 0.03 -0.09 -0.01
C 3.9894 2.7037 -3.0168 -0.07 0.03 0.03
Sb 2.4563 2.4588 -1.4891 0.20 0.08 -0.07
C 3.6204 3.6764 -0.1194 -0.08 0.05 -0.01
C 4.6170 2.8858 0.4692 0.06 0.10 -0.09
C 5.4964 3.3942 1.4101 -0.01 0.00 0.00
C 5.3807 4.7247 1.7947 -0.01 -0.02 -0.03
C 4.4001 5.5150 1.2223 0.00 0.00 0.00
C 3.5106 5.0175 0.2629 0.00 -0.04 -0.04
C 2.4829 5.9732 -0.2968 0.04 -0.09 0.04
C 1.0233 3.7459 -2.4720 0.00 -0.05 -0.04
C 1.1706 4.0612 -3.8249 -0.05 0.04 0.10
C 0.2004 4.7925 -4.4981 -0.03 -0.02 0.04
C -0.9362 5.2093 -3.8203 0.05 -0.03 0.05
C -1.1049 4.8707 -2.4853 -0.01 0.01 -0.04
C -0.1466 4.1280 -1.7994 -0.01 -0.07 0.10
C -0.4237 3.7027 -0.3782 0.16 0.02 -0.21
H 4.8896 -0.4897 -3.7214 -0.01 0.03 0.01
H 3.2657 -0.0446 -4.2481 0.02 0.01 0.05
H 3.6893 0.0278 -2.5365 0.01 0.02 -0.02
H 5.9448 1.0510 -5.2416 -0.03 0.05 0.03
H 6.7513 3.3379 -5.6707 -0.01 0.00 0.01
H 5.8069 5.2444 -4.3804 0.00 -0.03 0.01
H 4.0706 4.8298 -2.6931 0.00 -0.02 -0.02
H 4.7051 1.8380 0.1862 0.00 0.05 0.02
H 6.2580 2.7570 1.8448 -0.03 0.03 -0.02
H 6.0533 5.1401 2.5354 -0.02 0.01 -0.01
H 4.3104 6.5558 1.5200 0.01 -0.04 -0.01
H 1.7176 6.2012 0.4514 0.03 -0.03 -0.04
H 1.9797 5.5717 -1.1717 0.02 0.01 0.00
H 2.9553 6.9172 -0.5777 -0.01 -0.02 0.02
H 2.0514 3.7396 -4.3652 0.04 0.01 0.01
H 0.3326 5.0313 -5.5469 0.01 0.00 0.03
H -1.6978 5.7858 -4.3312 0.00 -0.02 0.00
H -2.0090 5.1692 -1.9653 0.03 -0.02 -0.01
H -1.0264 4.4473 0.1459 0.00 0.01 -0.02
H 0.4889 3.5232 0.2027 -0.11 0.03 -0.10
H -0.9898 2.7633 -0.3910 0.06 0.12 -0.08
Cl -2.1087 -3.4751 -1.9459 -0.03 0.04 -0.06
C -3.6127 -2.6718 -2.4567 -0.10 -0.13 -0.01
Cl -4.1646 -3.2664 -4.0394 0.07 0.03 0.13
H -3.4227 -1.6088 -2.5242 0.10 0.17 -0.03
H -4.3734 -2.8917 -1.7203 -0.02 -0.05 0.06
```
Forces are in eV/Å.

Calculated values
Total charge: -1
E_HOMO (eV): -4.49
2S+1: 1



Number 1: maximum force 3.84 eV Å⁻¹. Number 2: maximum force 1.00 eV Å⁻¹.